# 1
ORCA calculation (ωB97M-V with the def2-TZVPD basis set) on a 8-piece molecular cluster, C47H112N8O8 overall at a distorted geometry.

Summary:
Net charge: 0
Structure (SMILES): CC1(C)CCCC(C)(C)N1O.CC1(C)CCCC(C)(C)N1O.CC1(C)CCCC(C)(C)N1O.COC[C@H](C)N.COC[C@H](C)N.COC[C@H](C)N.COC[C@H](C)N.COC[C@H](C)N
Relative energy (zero: lowest compared OMol25 entry of this formula, charge and spin): 0.797 eV
Maximum force: 2.7 eV/A

The geometry in XYZ format:
```
175
C47H112N8O8 (ωB97M-V with the def2-TZVPD basis set)
C 6.101 0.038 3.482
C 5.124 0.846 2.611
C 3.704 0.250 2.810
C 5.142 2.263 3.045
C 4.533 3.252 1.982
C 5.265 3.145 0.658
C 5.207 1.647 0.157
C 3.811 1.304 -0.419
C 6.181 1.484 -1.058
N 5.644 0.801 1.213
O 5.583 -0.602 0.710
H 7.066 0.495 3.261
H 5.844 0.198 4.522
H 6.011 -0.959 3.169
H 3.645 -0.712 2.316
H 3.522 -0.008 3.849
H 2.935 0.908 2.368
H 4.610 2.381 3.957
H 6.129 2.623 3.333
H 3.490 2.991 1.843
H 4.541 4.283 2.340
H 6.269 3.555 0.707
H 4.653 3.702 -0.060
H 3.549 2.058 -1.143
H 3.054 1.444 0.357
H 3.814 0.321 -0.870
H 6.009 2.181 -1.884
H 6.166 0.464 -1.350
H 7.173 1.711 -0.727
H 4.629 -0.823 0.710
C 0.170 -1.300 3.678
C -0.418 -0.666 4.876
C -1.485 0.388 4.388
C -1.157 -1.755 5.585
C -1.504 -1.437 7.033
C -0.307 -0.896 7.799
C 0.402 0.288 7.093
C -0.490 1.580 7.230
C 1.698 0.548 7.826
N 0.658 -0.079 5.702
O 1.341 0.994 5.014
H 0.616 -0.625 2.968
H 0.923 -2.039 3.948
H -0.556 -1.792 3.051
H -2.200 0.636 5.175
H -1.045 1.356 4.126
H -1.990 0.014 3.506
H -2.028 -1.989 4.969
H -0.591 -2.672 5.563
H -2.292 -0.650 7.061
H -1.929 -2.321 7.566
H 0.412 -1.723 8.005
H -0.708 -0.638 8.766
H -0.067 2.495 6.748
H -0.712 1.710 8.250
H -1.427 1.502 6.708
H 1.566 0.654 8.895
H 2.215 1.445 7.435
H 2.465 -0.205 7.648
H 0.622 1.627 4.914
C -4.230 -4.880 0.754
C -4.479 -4.816 -0.733
C -3.066 -4.891 -1.467
C -5.260 -6.065 -1.235
C -5.713 -5.902 -2.727
C -6.401 -4.600 -2.906
C -5.620 -3.357 -2.452
C -4.480 -3.069 -3.377
C -6.639 -2.128 -2.465
N -5.232 -3.611 -1.081
O -4.448 -2.476 -0.699
H -3.867 -5.854 1.070
H -3.477 -4.193 1.142
H -5.158 -4.642 1.272
H -2.489 -3.962 -1.350
H -2.486 -5.642 -0.953
H -3.090 -5.253 -2.512
H -4.688 -6.962 -1.012
H -6.234 -6.179 -0.693
H -4.893 -6.042 -3.449
H -6.455 -6.643 -3.013
H -7.354 -4.591 -2.402
H -6.609 -4.440 -3.988
H -3.812 -2.308 -2.998
H -4.886 -2.623 -4.304
H -3.897 -3.976 -3.652
H -7.403 -2.512 -1.778
H -7.100 -2.000 -3.460
H -6.222 -1.169 -2.202
H -5.026 -1.894 -0.173
C 5.322 -2.307 -1.898
O 4.221 -1.493 -2.201
C 3.768 -1.732 -3.537
C 2.657 -0.725 -3.886
C 2.112 -1.053 -5.273
N 2.918 0.722 -3.745
H 5.684 -2.187 -0.851
H 6.174 -2.143 -2.575
H 5.039 -3.376 -1.978
H 4.540 -1.583 -4.306
H 3.361 -2.746 -3.618
H 1.854 -0.944 -3.145
H 1.934 -2.086 -5.460
H 2.763 -0.659 -6.079
H 1.134 -0.522 -5.463
H 3.386 0.908 -2.864
H 3.442 1.065 -4.530
C -4.218 8.356 -0.913
O -3.488 7.145 -0.830
C -4.329 6.019 -0.815
C -3.509 4.698 -0.758
C -2.747 4.506 -2.089
N -4.330 3.518 -0.438
H -3.581 9.204 -1.015
H -4.959 8.503 -0.053
H -4.861 8.344 -1.819
H -4.976 6.094 0.078
H -4.943 5.954 -1.694
H -2.772 4.835 0.063
H -2.186 5.418 -2.318
H -3.492 4.370 -2.926
H -2.079 3.607 -2.061
H -4.920 3.327 -1.236
H -4.887 3.737 0.403
C -0.830 -3.435 -4.544
O 0.045 -4.198 -3.724
C 0.434 -3.535 -2.510
C 1.264 -4.423 -1.670
C 1.835 -3.697 -0.485
N 2.335 -5.007 -2.416
H -0.272 -2.572 -4.959
H -1.701 -3.023 -3.979
H -1.152 -4.105 -5.323
H 1.069 -2.668 -2.829
H -0.470 -3.177 -2.010
H 0.611 -5.200 -1.252
H 1.091 -3.126 0.053
H 2.590 -2.964 -0.761
H 2.234 -4.440 0.178
H 3.015 -5.439 -1.824
H 2.029 -5.719 -3.092
C -0.604 1.034 -3.014
O -0.865 -0.336 -2.710
C -1.847 -0.437 -1.688
C -1.482 0.332 -0.456
C -0.107 -0.082 0.149
N -2.523 0.027 0.540
H 0.085 1.457 -2.323
H -1.517 1.655 -3.044
H -0.246 1.163 -4.029
H -2.864 -0.154 -2.015
H -1.866 -1.512 -1.459
H -1.562 1.417 -0.684
H -0.114 -1.145 0.321
H 0.095 0.423 1.120
H 0.795 0.125 -0.504
H -3.359 0.576 0.267
H -2.835 -0.955 0.465
C 0.744 3.450 0.283
O 1.711 4.389 -0.221
C 1.241 5.315 -1.189
C 1.194 4.656 -2.590
C 2.625 4.301 -3.089
N 0.554 5.508 -3.572
H 0.798 2.522 -0.308
H -0.277 3.791 0.160
H 1.038 3.272 1.339
H 0.240 5.650 -0.916
H 1.947 6.168 -1.133
H 0.640 3.698 -2.514
H 3.099 5.237 -3.429
H 2.595 3.694 -3.992
H 3.287 3.772 -2.396
H -0.447 5.447 -3.495
H 0.801 6.485 -3.472
```

Löwdin atomic charge list, values in e, 5 entries:
1 C -0.019
2 C -0.519
3 C -0.018
4 C -0.135
5 C -0.154

***

# 2
ORCA calculation (ωB97M-V with the def2-TZVPD basis set) on C47H114AsF6N3O3P2 as an isolated structure at a distorted geometry.

Summary:
Net charge: +3
Calculated total energy: -5765.8524 Ha
<S²>: 0.75
Multiplicity: 2
Maximum force: 2.8 eV/A

The geometry in XYZ format:
```
176
C47H114AsF6N3O3P2 (ωB97M-V with the def2-TZVPD basis set)
As 0.199 -1.486 -0.013
F -1.189 -0.803 0.833
F 0.324 0.135 -0.876
F 1.602 -2.097 -0.941
F 0.191 -3.037 0.978
F -0.937 -1.975 -1.325
F 1.286 -0.950 1.332
C 4.199 -4.218 0.251
N 3.603 -5.360 1.063
C 3.673 -4.798 2.520
C 2.165 -5.597 0.596
C 4.496 -6.657 0.813
C 4.240 -7.827 1.790
O 4.581 -7.493 3.143
H 5.184 -3.944 0.627
H 3.520 -3.365 0.233
H 4.265 -4.769 -0.687
H 4.640 -5.045 2.959
H 2.918 -5.354 3.075
H 3.543 -3.719 2.608
H 2.327 -5.924 -0.431
H 1.665 -4.630 0.550
H 1.720 -6.362 1.233
H 5.492 -6.302 1.079
H 4.636 -6.842 -0.252
H 4.852 -8.680 1.499
H 3.195 -8.128 1.716
H 4.814 -8.367 3.464
C -4.538 -1.896 -1.102
N -4.341 -0.691 -2.052
C -3.643 0.473 -1.422
C -3.417 -1.137 -3.278
C -5.669 -0.252 -2.733
C -6.952 -0.169 -1.877
O -6.706 0.864 -0.911
H -5.589 -2.173 -1.014
H -4.068 -1.692 -0.141
H -4.128 -2.788 -1.577
H -4.196 1.026 -0.662
H -3.416 1.064 -2.310
H -2.860 -0.018 -0.844
H -3.849 -2.051 -3.685
H -2.363 -1.193 -3.005
H -3.392 -0.491 -4.156
H -5.986 -1.023 -3.436
H -5.648 0.627 -3.378
H -7.302 -1.132 -1.503
H -7.731 0.182 -2.555
H -7.258 0.594 -0.174
C 3.819 0.917 1.104
N 3.530 2.364 1.339
C 4.305 2.758 2.636
C 4.081 3.193 0.216
C 1.955 2.503 1.352
C 1.395 3.881 1.578
O 1.374 4.068 2.978
H 3.561 0.525 0.120
H 3.402 0.279 1.883
H 4.885 0.888 1.326
H 3.659 2.167 3.286
H 4.308 3.822 2.874
H 5.317 2.369 2.751
H 4.285 4.173 0.649
H 3.389 3.205 -0.626
H 5.055 2.787 -0.055
H 1.538 1.909 2.165
H 1.582 2.032 0.442
H 0.352 3.783 1.277
H 1.864 4.677 0.998
H 1.384 5.017 3.120
C 1.749 3.883 6.288
C 0.833 2.651 6.325
C -0.384 2.692 5.487
C -1.585 1.927 6.128
P -2.739 1.349 4.914
C -4.354 1.101 5.668
C -4.543 1.617 7.137
C -5.476 0.638 8.012
C -6.994 0.793 7.513
C -2.112 -0.088 4.037
C -2.160 -1.431 4.845
C -1.313 -2.536 4.168
C 0.220 -2.461 4.272
C -2.976 2.600 3.608
C -3.620 4.017 3.895
C -4.058 4.872 2.652
C -5.040 4.125 1.662
H 2.660 3.734 6.868
H 1.354 4.797 6.731
H 2.111 4.052 5.274
H 0.456 2.589 7.346
H 1.480 1.788 6.169
H -0.129 2.321 4.494
H -0.672 3.731 5.324
H -1.940 2.574 6.930
H -1.176 1.047 6.624
H -4.351 0.015 5.756
H -5.117 1.358 4.932
H -4.880 2.653 7.090
H -3.591 1.563 7.666
H -5.542 0.868 9.075
H -5.109 -0.386 7.944
H -7.074 1.135 6.482
H -7.393 1.594 8.136
H -7.660 -0.066 7.590
H -1.100 0.245 3.806
H -2.699 -0.090 3.119
H -3.193 -1.696 5.068
H -1.756 -1.186 5.827
H -1.673 -2.425 3.145
H -1.614 -3.549 4.433
H 0.605 -3.227 3.599
H 0.594 -2.724 5.261
H 0.496 -1.492 3.855
H -3.596 2.046 2.904
H -1.953 2.613 3.231
H -2.999 4.678 4.500
H -4.438 3.953 4.613
H -3.183 5.191 2.085
H -4.566 5.824 2.809
H -6.067 4.070 2.023
H -4.743 3.085 1.526
H -5.100 4.650 0.709
C -0.938 -4.145 -6.352
C -0.625 -2.811 -5.619
C 0.887 -2.758 -5.229
C 1.374 -1.667 -4.320
P 1.813 0.066 -4.858
C 3.053 0.806 -3.715
C 3.768 2.115 -4.079
C 5.318 1.983 -3.806
C 6.031 3.345 -4.074
C 0.293 1.105 -4.979
C -0.377 1.650 -3.744
C -1.207 2.905 -4.066
C -2.430 2.803 -4.901
C 2.431 0.008 -6.596
C 3.696 -0.992 -6.744
C 4.222 -0.976 -8.181
C 3.310 -1.234 -9.458
H -1.976 -4.006 -6.653
H -0.841 -4.822 -5.503
H -0.220 -4.196 -7.171
H -1.239 -2.688 -4.727
H -0.946 -1.993 -6.263
H 1.560 -2.925 -6.070
H 0.976 -3.614 -4.559
H 2.370 -2.074 -4.146
H 0.765 -1.687 -3.417
H 3.859 0.078 -3.805
H 2.737 0.804 -2.672
H 3.310 3.031 -3.704
H 3.696 2.141 -5.166
H 5.726 1.130 -4.348
H 5.434 1.657 -2.772
H 5.990 3.678 -5.111
H 7.086 3.202 -3.841
H 5.628 4.124 -3.427
H -0.504 0.643 -5.562
H 0.685 1.998 -5.466
H 0.382 2.067 -3.082
H -0.888 0.776 -3.341
H -0.511 3.576 -4.571
H -1.420 3.323 -3.082
H -2.884 3.774 -5.097
H -3.245 2.299 -4.380
H -2.200 2.198 -5.778
H 2.521 1.056 -6.882
H 1.657 -0.293 -7.301
H 3.329 -1.999 -6.544
H 4.408 -0.856 -5.930
H 5.044 -1.691 -8.197
H 4.701 0.003 -8.220
H 3.956 -1.293 -10.334
H 2.633 -0.404 -9.658
H 2.720 -2.150 -9.489
```

Löwdin atomic charge list, values in e, 5 entries:
1 As 0.871
2 F -0.367
3 F -0.406
4 F -0.387
5 F -0.390

***

The highest net charge belongs to which entry?
C47H114AsF6N3O3P2

***

Which of these has the highest maximum force?
C47H114AsF6N3O3P2